Record 1
Density functional theory data (ωB97M-V/def2-TZVPD) for a molecular structure, C54H36Cl4N5O4Pb.

Output
- Max |F|: 0.36 eV Å⁻¹
- Energy: -127566.126 eV
- Total charge: -1
- Kohn-Sham gap: 5.56 eV
- Energy above the lowest of the compared OMol25 structures with the same formula, charge and spin: 0.0 kcal per mole

The geometry in XYZ format:
```
104
Properties=species:S:1:pos:R:3:forces:R:3
Pb -0.221 -0.295 -0.032 -0.2 -0.1 0.0
Cl 7.092 -4.540 4.409 0.0 0.0 0.0
C 5.874 -3.545 3.652 0.0 0.0 0.0
C 6.202 -2.266 3.237 0.0 0.0 0.0
C 5.227 -1.482 2.638 0.0 0.0 0.0
C 3.935 -1.962 2.447 0.0 0.0 0.0
C 3.634 -3.252 2.876 0.0 0.0 0.0
C 4.596 -4.048 3.479 0.0 0.0 0.0
C 2.879 -1.129 1.805 0.1 0.0 0.0
C 3.022 -0.851 0.447 0.0 -0.1 -0.1
C 4.103 -1.326 -0.387 0.0 0.0 0.0
C 3.860 -0.877 -1.641 0.0 0.0 0.0
C 2.639 -0.102 -1.579 0.0 0.0 0.0
C 2.054 0.588 -2.651 0.1 0.0 -0.1
C 2.618 0.384 -4.013 0.0 0.0 0.0
C 1.804 -0.204 -4.982 0.0 0.0 0.0
C 2.275 -0.423 -6.268 0.0 0.0 0.0
C 3.570 -0.048 -6.583 0.0 0.0 0.0
Cl 4.175 -0.326 -8.198 0.0 0.0 0.0
C 4.394 0.550 -5.646 0.0 0.0 0.0
C 3.909 0.768 -4.365 0.0 0.0 0.0
C 0.947 1.439 -2.568 -0.1 -0.1 0.0
N 0.104 1.543 -1.515 0.1 0.0 0.1
C -0.844 2.460 -1.844 0.0 0.0 -0.1
C -1.934 2.840 -1.062 -0.1 0.1 -0.1
C -2.926 3.748 -1.705 0.0 0.0 0.0
C -3.640 3.302 -2.816 0.0 0.0 0.0
C -4.562 4.129 -3.439 0.0 0.0 0.0
C -4.765 5.408 -2.950 0.0 0.0 0.0
Cl -5.923 6.456 -3.734 0.0 0.0 0.0
C -4.061 5.878 -1.855 0.0 0.0 0.0
C -3.140 5.043 -1.242 0.0 0.0 0.0
C -2.156 2.464 0.274 -0.1 0.0 0.1
C -3.222 2.962 1.119 0.0 0.0 -0.1
C -3.021 2.439 2.350 0.0 0.0 0.0
C -1.836 1.611 2.264 -0.1 0.0 0.0
N -1.371 1.626 0.989 0.3 0.1 0.0
C -1.239 0.948 3.341 0.0 0.0 0.1
C -0.026 0.240 3.320 0.0 0.0 0.0
C 0.663 -0.238 4.497 -0.1 0.0 0.0
C 1.812 -0.814 4.071 0.0 0.0 0.0
C 1.832 -0.691 2.631 -0.1 0.0 0.1
N 0.709 -0.056 2.217 0.0 0.1 -0.1
C -1.909 1.074 4.670 0.0 0.0 0.0
C -1.857 2.266 5.387 0.0 0.0 0.0
C -2.468 2.384 6.626 0.0 0.0 0.0
C -3.135 1.292 7.152 0.0 0.0 0.0
Cl -3.904 1.429 8.713 0.0 0.0 0.0
C -3.202 0.094 6.464 0.0 0.0 0.0
C -2.587 -0.006 5.225 0.0 0.0 0.0
C -0.553 2.999 -3.159 0.0 0.0 0.0
C 0.543 2.361 -3.610 0.1 -0.1 0.0
N 2.155 -0.129 -0.312 0.0 0.2 0.0
H 7.204 -1.889 3.388 0.0 0.0 0.0
H 5.469 -0.477 2.315 0.0 0.0 0.0
H 2.634 -3.634 2.722 0.0 0.0 0.0
H 4.361 -5.051 3.807 0.0 0.0 0.0
H 4.933 -1.930 -0.061 0.0 0.0 0.0
H 4.457 -1.045 -2.522 0.0 0.0 0.0
H 0.786 -0.473 -4.715 0.0 0.0 0.0
H 1.643 -0.876 -7.019 0.0 0.0 0.0
H 5.396 0.850 -5.920 0.0 0.0 0.0
H 4.539 1.248 -3.627 0.0 0.0 0.0
H -3.440 2.308 -3.201 -0.1 -0.1 0.0
H -5.115 3.786 -4.303 0.0 0.0 0.0
H -4.225 6.886 -1.498 0.0 0.0 0.0
H -2.573 5.403 -0.393 0.0 0.0 0.0
H -4.014 3.623 0.811 0.0 0.0 0.0
H -3.614 2.600 3.235 0.0 0.0 0.0
H 0.322 -0.123 5.513 0.0 0.0 0.0
H 2.588 -1.255 4.675 0.0 0.0 0.0
H -1.328 3.111 4.965 0.0 0.0 0.0
H -2.424 3.310 7.182 0.0 0.0 0.0
H -3.731 -0.747 6.892 0.0 0.0 0.0
H -2.632 -0.938 4.676 0.0 0.0 0.0
H -1.124 3.760 -3.661 0.0 0.0 0.0
H 1.048 2.501 -4.551 0.0 0.0 0.0
O -2.355 -3.046 -1.618 -0.1 0.0 0.2
C -3.498 -2.496 -2.061 0.1 0.0 0.1
C -4.711 -3.075 -1.683 0.0 0.0 0.0
C -5.905 -2.528 -2.112 0.0 0.0 0.0
C -5.916 -1.397 -2.923 0.0 0.0 0.0
C -4.711 -0.829 -3.298 0.0 0.0 0.0
C -3.493 -1.354 -2.880 -0.1 0.0 0.1
C -2.193 -0.699 -3.302 -0.2 0.0 -0.2
O -2.234 0.289 -4.041 0.0 0.1 0.1
O -1.132 -1.259 -2.852 0.3 0.2 0.1
H -1.641 -2.414 -1.956 -0.1 -0.2 -0.2
H -4.686 -3.950 -1.046 0.0 0.0 0.0
H -6.840 -2.984 -1.808 0.0 0.0 0.0
H -6.853 -0.970 -3.258 0.0 0.0 0.0
H -4.678 0.042 -3.941 0.0 0.0 0.0
C 1.816 -3.778 -3.886 0.1 -0.1 0.0
N 1.692 -3.967 -2.451 -0.1 0.0 0.0
C 2.246 -5.120 -1.772 0.1 0.0 0.0
C 1.134 -2.993 -1.710 0.0 0.2 -0.2
O 1.041 -3.019 -0.493 0.0 -0.2 0.3
H 2.098 -4.724 -4.344 0.0 0.0 0.0
H 2.575 -3.033 -4.139 0.0 0.0 0.0
H 0.864 -3.463 -4.313 0.0 0.1 0.0
H 2.527 -5.865 -2.513 0.0 0.0 0.0
H 1.506 -5.545 -1.093 0.0 0.0 0.0
H 3.125 -4.851 -1.181 0.0 0.0 0.0
H 0.752 -2.151 -2.308 0.0 -0.1 0.0
```
Forces are in eV/Å.

***

Record 2
Density functional theory data (ωB97M-V/def2-TZVPD) for a molecular structure, C54H36Cl4N7RbSeSi in a non-equilibrium geometry.

Output
- Max |F|: 2.03 eV Å⁻¹
- Energy: -190980.733 eV
- Total charge: -2
- Kohn-Sham gap (spin up / spin down): 5.08 / 5.08 eV
- Energy above the lowest of the compared OMol25 structures with the same formula, charge and spin: 57.5 kcal per mole

The geometry in XYZ format:
```
104
Properties=species:S:1:pos:R:3:forces:R:3
Rb 0.364 0.302 1.251 0.1 -0.4 0.4
Cl 8.106 -6.272 1.225 0.2 -0.2 0.0
C 6.775 -5.170 1.022 -0.1 0.1 0.0
C 6.220 -5.001 -0.234 0.1 -0.1 0.0
C 5.155 -4.131 -0.383 0.0 0.1 0.1
C 4.640 -3.431 0.705 0.3 -0.1 0.0
C 5.221 -3.619 1.955 0.0 0.0 -0.1
C 6.286 -4.487 2.122 0.1 -0.1 0.0
C 3.476 -2.528 0.530 -0.3 -0.1 0.0
C 2.224 -3.156 0.604 0.3 -0.1 0.0
C 2.075 -4.588 0.810 0.0 -0.1 0.0
C 0.746 -4.837 0.791 0.2 -0.1 0.0
C 0.091 -3.556 0.578 0.3 0.0 0.0
C -1.309 -3.421 0.430 -0.2 0.6 -0.2
C -2.131 -4.585 0.774 -0.2 -0.3 0.1
C -1.972 -5.212 2.013 -0.1 0.1 -0.1
C -2.727 -6.314 2.363 -0.1 -0.1 0.0
C -3.664 -6.799 1.466 0.1 0.1 0.0
Cl -4.599 -8.206 1.887 -0.2 -0.2 0.1
C -3.861 -6.192 0.238 -0.1 -0.1 0.1
C -3.091 -5.096 -0.103 0.2 0.0 0.1
C -1.978 -2.267 -0.018 0.3 -0.3 0.0
N -1.366 -1.146 -0.415 0.3 -0.1 0.0
C -2.313 -0.228 -0.701 0.1 0.2 0.0
C -1.954 1.078 -1.052 -0.2 -0.3 0.1
C -3.486 2.767 0.153 -0.3 0.0 0.4
C -2.500 3.403 1.072 0.0 0.2 -0.1
C -2.838 4.299 2.011 0.6 -0.2 -0.2
C -4.136 4.859 2.317 -0.8 0.1 -0.2
Cl -4.076 5.992 3.650 0.1 0.3 0.3
C -5.357 4.666 1.794 0.1 0.1 0.0
C -5.666 3.710 0.677 0.2 0.1 -0.1
C -0.599 1.285 -1.404 0.2 0.1 -0.4
C 0.105 0.262 -2.137 0.5 0.1 -0.2
C 1.418 0.541 -1.993 -0.5 -0.2 -0.3
C 1.490 1.721 -1.164 0.7 0.1 -0.1
N 0.256 2.215 -0.920 -0.6 0.8 0.2
C 2.708 2.075 -0.522 -0.6 -0.8 -0.4
C 3.478 0.930 -0.166 0.1 0.2 -0.1
C 4.905 0.730 -0.082 0.2 0.1 0.0
C 5.088 -0.595 0.165 0.1 0.0 0.0
C 3.767 -1.182 0.268 0.1 0.1 -0.1
N 2.842 -0.230 0.060 -0.2 -0.3 0.2
C 3.123 3.414 -0.209 0.3 0.8 0.2
C 4.108 3.664 0.761 -0.2 -0.2 -0.2
C 4.611 4.930 0.966 0.1 0.3 -0.1
C 4.117 5.984 0.215 -0.1 -0.2 0.0
Cl 4.784 7.577 0.432 0.1 0.2 0.0
C 3.094 5.791 -0.701 0.1 0.2 0.1
C 2.603 4.519 -0.904 0.0 -0.3 0.1
C -3.626 -0.793 -0.465 -0.3 -0.3 0.0
C -3.420 -2.065 -0.048 -0.4 0.3 0.0
N 1.009 -2.583 0.481 -0.4 0.6 -0.1
H 6.614 -5.547 -1.080 0.0 0.0 0.0
H 4.706 -3.992 -1.355 -0.1 0.0 -0.1
H 4.827 -3.081 2.804 -0.1 0.0 0.1
H 6.728 -4.637 3.097 0.0 0.0 0.0
H 2.875 -5.296 0.948 0.0 -0.1 0.0
H 0.260 -5.793 0.888 0.0 -0.1 0.0
H -1.254 -4.805 2.709 0.1 0.0 0.1
H -2.595 -6.789 3.324 0.0 0.0 0.0
H -4.606 -6.576 -0.444 0.0 -0.1 0.0
H -3.223 -4.630 -1.068 0.0 0.0 -0.1
H -1.478 3.058 0.996 0.2 0.0 0.1
H -2.050 4.653 2.659 0.1 -0.1 0.0
H -6.191 5.202 2.226 0.0 0.1 0.1
H -6.654 3.898 0.253 0.0 0.0 0.0
H -0.363 -0.510 -2.715 -0.1 -0.2 0.0
H 2.257 0.034 -2.429 0.1 -0.1 0.0
H 5.654 1.479 -0.274 0.1 0.0 0.0
H 6.023 -1.121 0.272 0.1 0.0 0.0
H 4.473 2.845 1.362 0.0 -0.1 0.0
H 5.378 5.108 1.705 0.0 0.0 0.0
H 2.703 6.633 -1.253 0.0 0.0 0.0
H 1.816 4.352 -1.622 -0.1 0.0 -0.1
H -4.567 -0.293 -0.617 -0.1 0.0 0.0
H -4.175 -2.770 0.256 -0.1 0.0 0.0
Se -5.399 2.306 -4.015 0.2 0.0 0.3
N -5.783 3.378 -2.602 0.0 0.4 0.8
C -4.869 3.171 -1.712 -0.5 -0.1 -0.8
C -4.562 3.754 -0.380 -0.2 0.1 0.2
C -5.495 2.345 1.288 -0.2 -0.1 -0.2
C -4.289 1.848 1.049 -0.1 -0.1 -0.2
N -2.937 2.107 -1.041 0.5 0.1 0.2
C -3.837 2.212 -2.036 -0.6 -0.2 -1.7
N -3.931 1.631 -3.206 0.6 -0.2 0.6
H -4.168 4.765 -0.506 0.1 0.0 0.0
H -6.242 1.917 1.935 -0.1 -0.1 0.2
H -3.862 0.951 1.462 0.1 -0.1 0.1
C -1.625 0.705 7.828 0.4 0.0 -0.5
Si -0.137 0.350 6.657 0.1 -0.2 0.2
C 0.106 -1.554 6.709 -0.1 0.6 -0.1
C 1.396 1.082 7.564 -0.5 -0.1 -0.5
C -0.357 0.949 4.942 0.2 -0.6 1.9
C -0.518 1.330 3.784 -0.3 0.5 -0.5
H -1.436 0.393 8.854 0.2 -0.1 0.1
H -2.509 0.179 7.478 -0.2 -0.1 -0.1
H -1.866 1.764 7.842 0.0 0.2 0.0
H 0.309 -1.940 7.706 0.0 0.1 0.2
H 0.931 -1.844 6.065 0.2 0.0 -0.1
H -0.783 -2.054 6.334 -0.2 -0.1 -0.1
H 1.495 0.717 8.586 -0.1 -0.1 0.1
H 1.344 2.167 7.602 0.0 0.2 0.0
H 2.306 0.821 7.029 0.2 0.0 -0.1
```
Forces are in eV/Å.